[1]
The following is a quantum chemistry calculation of 3 unconnected molecules or ions with the total composition C33H61F14NO14P2S2, from OMol25.

Structure (XYZ):
```
127
Properties=species:S:1:pos:R:3
C 4.335 4.083 2.847
C 3.241 3.557 1.733
N 1.808 3.795 2.062
C 0.800 3.068 1.222
C 0.055 1.849 2.093
C 1.061 1.038 3.092
C 1.012 -0.609 2.936
C 2.507 -1.059 2.377
C 2.602 -2.624 1.901
C 4.001 -2.736 0.991
O 5.223 -2.473 1.803
C 6.227 -1.867 0.866
C 6.382 -0.242 0.610
O 7.050 -2.655 0.131
O -0.308 4.089 1.280
S 0.379 5.259 0.191
O -0.597 5.853 -0.898
O 1.002 6.531 0.830
O 1.403 4.265 -0.804
C 0.960 2.889 -0.398
C -0.412 2.606 -1.313
C -0.246 3.097 -2.889
C -1.627 2.873 -3.786
F -2.259 1.589 -3.295
F -2.677 3.919 -3.493
C -1.360 2.632 -5.382
F -0.564 1.382 -5.501
F -2.711 2.291 -5.970
C -0.808 3.907 -6.230
F -1.892 4.332 -7.194
F -0.699 5.097 -5.299
C 0.668 3.768 -6.900
F 1.152 5.187 -7.112
F 1.695 3.184 -5.958
S 0.795 2.934 -8.551
F 0.013 4.188 -9.415
F 2.349 3.704 -8.776
F 1.682 1.624 -7.804
F -0.609 1.987 -8.370
F 1.066 2.147 -10.050
C 2.120 1.954 -1.054
C 1.769 0.364 -1.222
C 1.169 -0.066 -2.692
F 0.864 -0.204 -0.200
H 4.879 5.061 2.468
H 5.177 3.240 2.896
H 3.906 4.169 3.933
H 3.525 4.072 0.705
H 3.424 2.409 1.597
H 1.581 3.778 3.080
H -0.609 1.149 1.390
H -0.745 2.390 2.797
H 0.718 1.253 4.216
H 2.187 1.342 3.041
H 0.815 -1.124 3.986
H 0.151 -0.949 2.216
H 3.309 -0.833 3.219
H 2.790 -0.325 1.481
H 1.674 -3.023 1.311
H 2.833 -3.258 2.886
H 3.934 -1.817 0.233
H 4.058 -3.719 0.358
H 6.274 0.409 1.578
H 5.503 0.090 -0.115
H 7.383 0.043 0.033
H -0.775 1.472 -1.222
H -1.350 3.230 -0.918
H -0.021 4.265 -2.979
H 0.605 2.549 -3.473
H 3.176 1.998 -0.529
H 2.329 2.360 -2.158
H 2.800 -0.228 -1.112
H 1.932 0.257 -3.528
H 1.077 -1.255 -2.671
H 0.068 0.322 -2.896
C -1.214 -4.588 8.352
C -0.012 -3.757 8.744
O -0.176 -2.400 8.376
P -1.326 -1.526 9.187
O -0.420 -1.214 10.403
O -1.036 -0.053 8.447
C -0.640 1.057 9.257
C 0.876 1.128 9.403
O -2.338 -1.875 7.828
C -3.726 -1.689 8.084
C -4.068 -0.256 8.452
H -2.105 -4.289 8.914
H -1.038 -5.651 8.552
H -1.447 -4.468 7.287
H 0.177 -3.829 9.824
H 0.876 -4.132 8.226
H -1.136 1.013 10.232
H -0.999 1.971 8.774
H 1.343 0.151 9.571
H 1.152 1.792 10.231
H 1.322 1.525 8.484
H -4.031 -2.374 8.881
H -4.266 -1.972 7.174
H -3.616 0.024 9.408
H -5.151 -0.128 8.546
H -3.694 0.443 7.700
C -3.692 -6.699 -5.167
C -4.421 -5.660 -4.343
O -3.732 -4.423 -4.337
P -3.674 -3.579 -5.760
O -5.074 -2.939 -5.590
O -2.864 -2.235 -5.179
C -3.498 -0.957 -5.268
C -4.337 -0.662 -4.030
O -2.110 -4.293 -5.950
C -1.618 -4.249 -7.285
C -1.452 -2.831 -7.803
H -3.674 -6.425 -6.227
H -4.179 -7.677 -5.087
H -2.650 -6.801 -4.841
H -5.443 -5.514 -4.716
H -4.491 -6.001 -3.306
H -4.096 -0.892 -6.183
H -2.715 -0.199 -5.363
H -4.918 -1.524 -3.684
H -5.026 0.169 -4.221
H -3.685 -0.380 -3.196
H -2.298 -4.815 -7.929
H -0.648 -4.757 -7.292
H -2.418 -2.329 -7.895
H -0.981 -2.832 -8.792
H -0.840 -2.234 -7.121
```

Properties
E_HOMO (eV): -9.714
SMILES: CCN[C@@]1(CCCCCCOC(C)=O)OS(=O)(=O)O[C@@]1(CCC(F)(F)C(F)(F)C(F)(F)C(F)(F)S(F)(F)(F)(F)F)C[C@H](C)F.CCOP(=O)(OCC)OCC.CCOP(=O)(OCC)OCC

[2]
The following is a quantum chemistry calculation of a molecular structure, C7H10BrNPb, from OMol25.

Structure (XYZ):
```
20
Properties=species:S:1:pos:R:3
C 0.784 -1.754 -0.165
C 0.259 -1.316 -1.413
C -1.163 -1.404 -1.354
C -1.510 -1.862 -0.040
C -0.315 -2.090 0.686
Pb -1.700 1.114 0.527
N 0.358 0.630 1.292
C 1.350 2.190 0.199
C 0.941 2.011 -1.107
H -1.856 -1.144 -2.154
H 0.843 -0.965 -2.264
H -2.514 -2.097 0.305
H -0.225 -2.446 1.710
H 1.848 -1.799 0.094
H 1.483 1.331 -1.758
H 2.296 1.768 0.557
H 0.172 0.520 2.374
H 0.092 2.585 -1.496
H 1.012 3.079 0.768
Br -2.156 1.649 3.237
```

Properties
E_HOMO (alpha / beta) (eV): -8.072 / -7.682

[3]
The following is a quantum chemistry calculation of a molecular structure, C35H58LuOP2, from OMol25.

Structure (XYZ):
```
97
Properties=species:S:1:pos:R:3
Lu 0.828 1.098 0.761
C 0.831 3.633 -1.395
C -0.568 3.744 -1.314
C 0.201 3.334 0.809
C 1.322 3.309 -0.095
C -0.973 3.512 0.010
C 1.651 3.937 -2.588
H 1.184 3.591 -3.522
H 2.650 3.483 -2.528
H 1.803 5.025 -2.702
C 2.723 2.918 0.234
H 3.349 2.971 -0.665
H 2.872 1.863 0.637
H 3.167 3.590 0.983
C 0.204 3.067 2.279
H 0.925 3.703 2.815
H 0.464 1.998 2.627
H -0.794 3.236 2.702
C -2.358 3.553 0.527
H -2.665 4.584 0.768
H -2.465 2.958 1.446
H -3.078 3.153 -0.198
C -1.478 4.113 -2.429
H -1.886 5.124 -2.280
H -2.336 3.425 -2.504
H -0.961 4.109 -3.397
C 1.233 -0.675 -1.495
C 1.122 0.344 -2.384
C -0.001 0.605 -3.327
C -1.410 0.132 -2.910
C -1.844 0.375 -1.507
C -1.581 -0.490 -0.499
C -0.966 -1.844 -0.715
C 0.368 -1.911 -1.480
H 0.206 0.127 -4.305
H -1.506 -0.941 -3.162
H -0.022 1.692 -3.529
H 0.176 -2.284 -2.503
H 2.155 -0.755 -0.884
H 1.972 1.029 -2.502
H 0.965 -2.701 -0.987
H -0.825 -2.312 0.269
H -1.919 -0.283 0.527
H -1.665 -2.517 -1.248
H -2.113 0.673 -3.562
H -2.462 1.256 -1.331
P -2.411 -3.321 -3.713
C -1.147 -4.620 -4.078
C -3.173 -3.326 -5.399
P -4.852 -3.500 -1.944
C -3.629 -4.500 -2.933
C -6.265 -3.604 -3.134
C -5.447 -4.912 -0.911
H -0.718 -4.983 -3.136
H -0.352 -4.170 -4.685
H -1.607 -5.458 -4.624
H -3.292 -4.355 -5.768
H -2.498 -2.783 -6.071
H -4.144 -2.818 -5.401
H -5.828 -5.728 -1.540
H -6.246 -4.533 -0.264
H -4.623 -5.274 -0.287
H -3.092 -5.185 -2.252
H -4.149 -5.082 -3.720
H -7.148 -3.201 -2.622
H -6.462 -4.647 -3.419
H -6.082 -2.999 -4.028
C 0.648 -1.954 4.769
C 1.531 -1.979 3.516
C 0.667 -1.720 2.273
C 2.764 -1.083 3.710
C 3.855 -1.574 4.424
C 4.920 -0.747 4.777
C 4.876 0.614 4.480
C 3.784 1.156 3.796
C 3.608 2.671 3.655
C 3.090 3.279 4.953
C 4.876 3.392 3.191
C 2.839 0.254 3.266
O 2.096 0.650 2.228
H 0.186 -0.964 4.895
H 1.231 -2.167 5.675
H -0.161 -2.696 4.696
H 1.927 -3.001 3.406
H -0.027 -2.561 2.134
H 1.296 -1.671 1.374
H 0.044 -0.817 2.439
H 3.855 -2.621 4.721
H 5.769 -1.161 5.319
H 5.672 1.273 4.812
H 2.844 2.835 2.891
H 3.832 3.141 5.751
H 2.896 4.350 4.843
H 2.163 2.795 5.268
H 5.297 2.929 2.286
H 4.649 4.442 2.951
H 5.641 3.382 3.978
```

Properties
Energy relative to the best compared isomer or geometry (same formula, charge and spin) (kJ/mol): 0.0
Total charge: +1
E_HOMO (eV): -10.068

[4]
The following is a quantum chemistry calculation of a molecular structure, C30H24Cl3N13O2S3Zr, from OMol25.

Structure (XYZ):
```
76
Properties=species:S:1:pos:R:3
Zr -0.374 -0.210 0.616
N -1.878 2.853 1.313
C -0.891 2.957 0.323
N -0.471 4.051 -0.229
N 0.493 3.625 -1.114
N 0.620 2.356 -1.077
N -0.261 1.858 -0.139
C -1.802 1.623 1.979
N -0.767 1.253 2.758
N -0.936 -0.050 2.964
N -2.037 -0.462 2.310
N -2.592 0.587 1.686
H -1.971 3.675 1.892
S -0.158 -2.690 1.050
C 0.931 -3.316 -0.188
C 1.330 -4.647 -0.104
C 2.187 -5.204 -1.038
C 2.573 -6.595 -0.911
N 2.869 -7.698 -0.784
C 2.658 -4.413 -2.090
C 2.261 -3.090 -2.179
C 1.396 -2.525 -1.243
S 0.942 -0.838 -1.463
C 3.561 -4.952 -3.088
N 4.285 -5.368 -3.878
H 0.965 -5.261 0.712
H 2.633 -2.480 -2.993
C -3.550 -1.759 -2.061
C -3.573 -0.309 -2.545
C -2.329 0.284 -1.911
O -2.062 -0.557 -0.729
C -3.083 -1.606 -0.638
H -2.825 -2.345 -2.628
H -4.521 -2.249 -2.116
H -4.466 0.195 -2.173
H -3.546 -0.212 -3.629
H -2.454 1.307 -1.573
H -1.448 0.208 -2.540
H -3.864 -1.238 0.026
H -2.605 -2.473 -0.205
Cl 8.135 7.698 1.449
C 6.984 6.428 1.738
C 7.011 5.740 2.939
C 6.080 4.737 3.157
C 5.133 4.407 2.196
C 4.134 3.309 2.450
C 4.636 1.982 1.917
N 3.571 0.980 1.981
C 3.279 0.135 3.038
C 2.110 -0.464 2.727
N 1.659 0.028 1.505
C 2.572 0.896 1.102
O 3.852 3.148 3.825
C 2.547 3.610 4.214
C 2.173 4.921 3.591
C 2.680 6.135 3.934
Cl 3.770 6.464 5.216
S 2.148 7.392 2.910
C 1.196 6.311 1.992
C 1.308 5.039 2.456
C 5.146 5.113 0.997
Cl 4.012 4.716 -0.265
C 6.059 6.126 0.757
H 7.741 5.997 3.694
H 6.062 4.213 4.105
H 3.225 3.538 1.896
H 5.488 1.626 2.495
H 4.936 2.093 0.876
H 3.932 0.038 3.888
H 1.552 -1.201 3.272
H 2.542 1.446 0.173
H 2.572 3.683 5.298
H 1.812 2.850 3.931
H 0.647 6.659 1.128
H 0.823 4.179 2.009
H 6.048 6.663 -0.181
```

Properties
Energy relative to the best compared isomer or geometry (same formula, charge and spin) (kJ/mol): 117.9
E_HOMO (eV): -8.267

[5]
The following is a quantum chemistry calculation of 6 unconnected molecules or ions with the total composition C33H61Cl2F3N9O2P, from OMol25.

Structure (XYZ):
```
111
Properties=species:S:1:pos:R:3
C 3.607 -2.306 1.997
N 2.957 -1.430 1.023
C 1.883 -2.026 0.257
C 0.678 -2.568 1.049
N -0.293 -3.173 0.099
C -0.316 -4.568 -0.033
Cl 1.140 -5.206 -0.770
C -1.315 -5.455 0.247
C -1.301 -6.940 -0.025
Cl -2.785 -4.830 0.942
C -0.008 -1.477 1.886
C -0.533 -0.320 0.993
C -1.944 0.242 1.231
C -3.065 -0.519 0.472
C -4.128 -1.144 1.357
N -5.318 -1.493 0.557
O -0.991 -2.133 2.708
C -0.986 -1.705 4.063
P 0.697 -2.093 4.821
N 0.491 -1.387 6.354
O 0.509 -3.682 5.227
C -2.221 -2.280 4.794
F -1.935 -2.636 6.073
F -3.217 -1.348 4.899
F -2.737 -3.369 4.187
H 3.311 -3.347 1.829
H 3.368 -2.030 3.026
H 4.695 -2.268 1.883
H 2.653 -0.577 1.462
H 2.301 -2.863 -0.308
H 1.529 -1.301 -0.481
H 1.026 -3.359 1.724
H -1.231 -2.818 0.219
H -0.653 -7.452 0.688
H -2.308 -7.344 0.093
H -0.961 -7.141 -1.042
H 0.769 -1.069 2.536
H 0.190 0.494 1.109
H -0.491 -0.601 -0.061
H -1.922 1.262 0.830
H -2.193 0.341 2.288
H -2.611 -1.274 -0.179
H -3.582 0.184 -0.192
H -3.707 -2.031 1.839
H -4.411 -0.448 2.147
H -4.996 -1.894 -0.318
H -5.816 -2.247 1.014
H -1.080 -0.615 4.156
H 1.170 -0.646 6.461
H -0.434 -1.033 6.551
H 0.252 -4.164 4.434
C -2.398 0.985 -2.756
C -1.763 2.252 -3.311
C -0.272 2.062 -3.616
C 0.486 1.748 -2.406
N 1.071 1.490 -1.453
H -1.926 0.691 -1.818
H -3.460 1.137 -2.560
H -2.294 0.160 -3.461
H -1.888 3.076 -2.606
H -2.265 2.547 -4.234
H 0.152 2.962 -4.063
H -0.140 1.248 -4.331
C -4.866 -1.100 -7.033
C -4.275 0.178 -7.616
C -2.783 0.048 -7.944
C -1.983 -0.214 -6.750
N -1.368 -0.439 -5.808
H -4.382 -1.367 -6.093
H -5.930 -0.976 -6.836
H -4.747 -1.937 -7.723
H -4.421 1.006 -6.921
H -4.797 0.442 -8.537
H -2.410 0.960 -8.410
H -2.617 -0.765 -8.653
C 3.820 2.774 0.339
C 2.902 3.675 1.156
C 3.083 3.498 2.669
C 2.740 2.146 3.100
N 2.501 1.067 3.409
H 3.618 1.717 0.525
H 3.676 2.950 -0.726
H 4.868 2.968 0.578
H 1.863 3.479 0.886
H 3.104 4.722 0.925
H 2.453 4.204 3.212
H 4.114 3.709 2.955
C 0.831 7.468 4.820
C 2.008 7.486 5.788
C 3.240 8.193 5.212
C 3.755 7.515 4.024
N 4.145 6.985 3.085
H 1.080 6.930 3.904
H -0.031 6.979 5.270
H 0.535 8.482 4.543
H 2.276 6.466 6.067
H 1.723 8.001 6.706
H 4.039 8.236 5.954
H 2.996 9.223 4.944
C 3.385 -3.247 -3.689
C 2.455 -2.068 -3.430
C 1.564 -1.728 -4.628
C 2.329 -1.306 -5.800
N 2.931 -0.976 -6.719
H 4.085 -3.037 -4.500
H 3.970 -3.470 -2.797
H 2.816 -4.142 -3.951
H 3.040 -1.191 -3.146
H 1.803 -2.299 -2.586
H 0.867 -0.929 -4.373
H 0.957 -2.592 -4.904
```

Properties
Energy relative to the best compared isomer or geometry (same formula, charge and spin) (kJ/mol): 0.0
E_HOMO (eV): -8.045
SMILES: CNC[C@H](N/C(Cl)=C(/C)Cl)[C@@H](CCCCN)O[C@H](P(N)O)C(F)(F)F.CCCC#N.CCCC#N.CCCC#N.CCCC#N.CCCC#N

no.,E (hartree)
1,-5278.5193
2,-3094.1252
3,-3361.6653
4,-4642.2095
5,-3498.6277